Below is a structure of composition C45H46N7P2PdS at a distorted geometry, with properties calculated with ωB97M-V/def2-TZVPD.

XYZ file:
```
102
Properties=species:S:1:pos:R:3:mulliken_charge:R:1
Pd 13.4749 13.7424 13.4292 0.90
S 12.2139 15.9380 13.5954 0.46
P 13.1265 13.7529 15.8464 0.45
P 11.4781 12.4923 13.9060 0.05
N 13.6513 13.9765 11.1703 0.60
N 14.3173 19.5908 11.0710 -0.55
N 15.5209 13.4586 13.5535 1.17
N 9.1234 18.0838 14.4583 -0.06
N 12.0370 12.4601 15.5383 0.35
N 11.1109 19.0621 13.7404 -0.08
N 13.9397 17.4108 10.1374 -0.27
C 12.2097 16.3758 15.3425 -0.12
C 10.1204 9.1824 11.9919 -0.49
C 11.8045 8.4117 13.4950 -0.78
C 13.0842 14.8977 10.3856 -0.92
C 14.4478 13.0346 10.6117 -0.29
C 12.0328 15.1538 16.1856 -0.51
C 14.9733 13.8713 18.0155 -0.76
C 12.0618 9.7097 13.9179 -0.20
C 12.7234 19.3237 9.3112 -0.73
C 13.3971 20.0916 10.2516 -0.37
C 8.9910 12.3777 15.0232 -0.62
C 7.6701 12.7916 15.2174 -0.73
C 7.9073 14.3401 13.4236 -0.71
C 16.4385 14.4560 13.6823 0.02
C 9.7858 13.0040 14.0951 0.48
C 14.5354 18.2784 10.9221 -0.37
C 13.0809 12.3618 18.2553 -0.51
C 13.8615 13.2346 17.4503 1.10
C 14.3562 12.9897 20.1876 -0.62
C 12.6466 15.7687 8.0652 -0.64
C 10.4620 18.2182 14.5784 -0.32
C 15.1965 13.7370 19.3833 -0.59
C 16.2099 12.2901 13.5858 0.11
C 11.2108 17.5680 15.7694 0.70
C 8.4529 18.4569 13.1971 -0.63
C 14.5482 12.8311 9.2430 -1.20
C 13.0203 17.9413 9.2939 1.13
C 7.1302 13.7976 14.4424 -0.76
C 11.3760 10.7961 13.3082 0.91
C 16.0729 15.8999 13.7510 -0.70
C 8.9385 19.7969 12.7299 -0.77
C 9.2404 13.9651 13.2235 -0.24
C 13.3127 12.2822 19.6266 -0.80
C 12.4092 17.1210 8.2859 -0.95
C 17.6051 12.5205 13.7306 -0.98
C 11.1198 14.9920 17.1650 -0.57
C 13.9357 13.7532 8.4140 -0.72
C 15.4844 10.9934 13.5092 -0.74
C 17.7691 13.8851 13.8318 -0.91
C 10.8198 8.1266 12.5715 -0.68
C 10.2491 17.2502 16.8543 -1.27
C 13.2009 14.8286 8.9899 0.84
C 10.2338 16.0702 17.5056 -0.93
C 10.3562 10.4922 12.3657 -0.90
C 10.4509 19.8030 12.6276 -0.45
H 15.0067 16.0273 13.4745 -0.26
H 11.8783 18.3583 16.1265 0.40
H 8.6296 17.4681 15.1154 0.35
H 15.6256 14.4710 17.3958 0.49
H 12.0747 18.8788 13.5419 0.32
H 10.8439 20.8399 12.6356 0.36
H 12.3726 7.6147 13.9196 0.48
H 16.0179 14.2353 19.8308 0.48
H 16.2190 10.1873 13.4006 0.56
H 12.7123 11.6136 20.2213 0.47
H 18.3761 11.7683 13.7806 0.58
H 7.3765 18.4774 13.3250 0.52
H 15.1147 11.9851 8.9253 0.55
H 12.4641 15.6542 10.8765 0.62
H 8.4749 20.0239 11.7469 0.38
H 12.0727 11.5482 16.0355 0.37
H 13.2383 21.1487 10.3088 0.53
H 12.0246 19.7693 8.6478 0.50
H 6.1137 14.1383 14.5746 0.48
H 9.5139 18.0422 17.0894 0.65
H 11.7058 17.6047 7.5964 0.38
H 15.3338 17.8972 11.5413 0.55
H 14.5556 12.9608 21.2495 0.43
H 10.7800 19.3490 11.6914 0.22
H 14.8804 10.8220 14.4061 0.04
H 9.8253 11.3152 11.8737 0.34
H 11.0529 14.0992 17.6966 0.65
H 8.6628 17.6744 12.4721 0.24
H 16.7027 16.5014 13.0766 0.51
H 18.7272 14.4463 13.9276 0.49
H 14.7651 10.9390 12.6799 0.24
H 12.8354 9.9365 14.6660 0.21
H 15.0377 12.4472 11.3160 0.23
H 14.0710 13.6622 7.3367 0.48
H 7.4691 15.1110 12.7971 0.53
H 16.2282 16.3159 14.7561 0.36
H 8.5647 20.5639 13.4403 0.32
H 9.8803 14.3456 12.4419 0.58
H 7.0784 12.2752 15.9533 0.52
H 10.6584 7.1162 12.2625 0.45
H 13.2085 16.8452 15.4683 0.48
H 9.5618 15.8750 18.3315 0.50
H 12.1998 11.8958 17.7975 0.30
H 12.4007 15.3624 7.0784 0.43
H 9.3908 11.5606 15.5889 0.43
H 9.3790 8.9932 11.2072 0.42
```

Frontier orbital gap (spin up / spin down)   6.96 / 4.15 eV
Multiplicity   5
Charge   +3
<S²>   6.0294



Below is a cluster of 2 separate species, C19H24N2O2S in total at a distorted geometry, with properties calculated with ωB97M-V/def2-TZVPD.

XYZ file:
```
48
Properties=species:S:1:pos:R:3:mulliken_charge:R:1
S 1.8213 -1.4326 2.1289 -0.02
O 3.0691 -1.1130 -4.4509 -0.84
O 2.9176 -1.5773 -0.6545 -0.43
N -0.5417 -6.3718 -3.5152 0.14
N 2.4532 -3.4724 -2.8715 0.27
C 0.5110 -0.8943 3.2205 -0.80
C 5.4804 0.2669 -4.1567 -0.50
C 0.5024 -5.4789 -3.3687 0.35
C 5.2138 -0.9321 -3.4548 0.42
C 2.5949 -0.4771 -0.1951 0.43
C 1.5055 -3.3401 -3.8791 -0.57
C 7.7721 0.3216 -3.3072 -0.42
C 0.5992 -4.3367 -4.1897 -0.32
C 3.8233 -1.5474 -3.5542 1.02
C 6.7282 0.8971 -4.0580 -0.46
C 3.4623 -2.5595 -2.6267 -1.01
C -1.5561 -6.5570 -2.5004 -0.95
C 6.2553 -1.4897 -2.6951 -0.18
C 1.3441 -0.4603 0.6757 -0.62
C 3.3485 0.8067 -0.3864 -1.10
C -0.9295 -6.8791 -4.8188 -1.12
C 7.5215 -0.8797 -2.6472 -0.69
C 1.4360 -5.5858 -2.2938 -0.73
C 2.4007 -4.6220 -2.1022 -0.19
H -1.2470 -7.9284 -4.6934 0.34
H 0.7976 -1.2437 4.2119 0.31
H 6.0645 -2.3987 -2.1290 0.25
H 0.5883 -1.0641 0.1519 0.31
H 3.0660 1.2671 -1.3468 0.28
H 4.4303 0.6088 -0.4066 0.28
H -0.0690 -6.8440 -5.5013 0.34
H 0.4284 0.1919 3.2383 0.25
H -1.7385 -7.6331 -2.3630 0.28
H 3.1237 1.5109 0.4296 0.38
H -2.5142 -6.0964 -2.8073 0.28
H 1.5469 -2.4199 -4.4390 0.57
H -0.1085 -4.1670 -5.0059 0.37
H -1.2639 -6.1198 -1.5384 0.34
H 8.3179 -1.3457 -2.0629 0.36
H 6.8919 1.8514 -4.5505 0.37
H 1.3807 -6.4393 -1.6175 0.45
H 3.1634 -4.7170 -1.3311 0.38
H 0.9822 0.5427 0.9247 0.44
H 4.0769 -2.7853 -1.7607 0.35
H -1.7644 -6.2965 -5.2565 0.35
H -0.4340 -1.3647 2.9437 0.28
H 4.7031 0.7144 -4.7711 0.40
H 8.7266 0.8542 -3.1761 0.36
```

Frontier orbital gap   6.53 eV
Charge   0



Below is an isolated molecule of C4H3ClIN at a distorted geometry, with properties calculated with ωB97M-V/def2-TZVPD.

XYZ file:
```
10
Properties=species:S:1:pos:R:3:mulliken_charge:R:1
I 3.3076 0.9192 0.0618 0.14
Cl 0.8173 -2.9662 0.0135 -0.14
N -1.0426 0.5381 0.0098 -0.16
C -1.0052 -0.8640 0.1283 -0.04
C 0.1658 1.3085 -0.0457 -0.23
C 1.2838 0.5875 -0.0712 -0.42
C 0.1777 -1.4410 0.1431 -0.13
H 0.1367 2.3153 -0.1684 0.45
H -1.8132 0.9911 -0.3651 0.24
H -2.0280 -1.3885 0.2940 0.29
```

Frontier orbital gap   8.05 eV
Charge   0



Below is a cluster of 2 separate species, C5H13N2O in total at a distorted geometry, with properties calculated with ωB97M-V/def2-TZVPD.

XYZ file:
```
21
Properties=species:S:1:pos:R:3:mulliken_charge:R:1
O -1.1017 -0.6379 0.0280 -0.36
N -5.3563 0.1448 0.4431 -0.65
N 1.2035 0.2062 1.8313 -0.47
C 1.2023 1.0341 -1.1335 -0.44
C 2.0938 -0.3732 0.8775 -0.48
C 2.4335 0.5964 -0.2494 -0.61
C -0.4750 -0.9924 -0.9198 -0.14
C 0.5383 -0.1482 -1.6003 0.17
H -4.4948 0.4268 -0.0271 0.21
H 1.0004 -0.6176 -2.4673 0.35
H 3.0069 -0.6763 1.3912 0.43
H -0.6730 -1.9500 -1.4423 0.37
H 2.9023 1.4580 0.2163 0.34
H 1.6194 1.5410 -2.0021 0.31
H -5.2620 0.3524 1.4146 0.23
H 0.5387 1.6941 -0.5611 0.38
H -5.5742 -0.8259 0.3184 0.23
H 3.1598 0.1261 -0.9044 0.38
H 1.7034 -1.3392 0.4511 0.25
H 1.2932 -0.1662 2.7783 0.28
H 0.2416 0.1471 1.5575 0.21
```

Frontier orbital gap   3.64 eV
Charge   +1



Calculated total energy, respectively: -3333.48064 -1396.47653 -966.70022 -382.66983 a.u..
Energy relative to the best compared isomer or geometry (same formula, charge and spin), respectively: 21.0 98.7 88.5 120.4 kcal per mole.